Entry 1:
Formula: C7H16BNO8S2
Source: the OMol25 dataset
Level of theory: ωB97M-V/def2-TZVPD

## Properties
E_HOMO = -9.9 eV
gap between HOMO and LUMO = 9.924 eV

CARTESIAN COORDINATES (ANGSTROEM)
H1 -1.491 0.861 3.680
H2 -0.079 2.026 2.618
B1 2.311 -2.019 3.780
O1 -2.828 0.237 0.820
C1 -2.370 0.774 3.027
C2 -0.255 -0.048 -2.288
O2 2.331 0.471 -2.320
S1 1.087 0.998 -2.824
O3 2.076 -3.142 4.511
H3 -1.714 0.716 -3.681
C3 -1.139 -0.199 -3.520
H4 0.170 -1.006 -1.988
C4 -0.177 -0.421 -4.695
O4 3.015 -0.956 4.320
H5 -0.687 -0.340 -5.655
H6 1.218 1.615 1.427
H7 1.895 0.236 -4.935
N1 -0.631 0.644 1.029
H8 0.246 -1.426 -4.633
C5 0.145 1.761 1.576
C6 0.943 0.619 -4.574
H9 2.375 -0.284 4.596
C7 -1.982 0.521 1.569
O5 0.708 2.376 -2.619
H10 -2.901 -0.126 3.357
O6 -0.593 -2.222 2.704
H11 -0.105 2.646 0.971
H12 0.693 1.541 -5.097
H13 -0.768 0.414 -1.447
H14 1.119 -3.286 4.588
H15 -3.023 1.640 3.146
S2 0.361 -1.159 2.537
H16 -1.841 -1.024 -3.410
O7 1.827 -1.881 2.437
O8 0.066 -0.560 0.995

=====

Entry 2:
Formula: C7H16Cl2CuN4O
Source: the OMol25 dataset
Level of theory: ωB97M-V/def2-TZVPD

## Properties
E_HOMO (spin up / spin down) = -16.2 / -16.2 eV
2S+1 = 2
total charge = +2
gap between HOMO and LUMO (spin up / spin down) = 10.316 / 5.816 eV

CARTESIAN COORDINATES (ANGSTROEM)
H1 -1.379 1.817 -1.978
N1 -3.835 1.454 0.906
C1 -2.497 0.925 1.086
Cu1 0.089 -0.174 -0.137
H2 -5.022 1.988 -2.040
C2 -1.829 1.980 -0.998
H3 1.755 1.657 2.767
C3 1.962 0.888 2.033
H4 -4.793 3.116 0.043
C4 -3.787 2.717 0.164
H5 -1.226 2.705 -0.452
C5 -4.693 0.520 0.189
H6 0.240 -2.497 -1.386
H7 -2.537 -0.013 1.640
N2 -4.035 0.359 -1.118
H8 -3.585 1.399 -2.906
H9 1.063 -1.472 -2.204
H10 -3.191 3.440 0.720
H11 -2.284 -0.415 -1.981
C6 -4.017 1.588 -1.925
C7 -2.711 -0.239 -0.993
H12 -2.785 -1.184 -0.454
H13 2.965 0.489 2.128
Cl1 1.760 1.563 0.399
H14 -4.747 -0.435 0.711
H15 -5.695 0.924 0.067
H16 -1.899 1.638 1.653
O1 0.292 -1.564 -1.628
Cl2 0.791 -0.437 2.219
N3 -1.832 0.691 -0.236
N4 -3.177 2.493 -1.151

=====

Entry 3:
Formula: C7H16CuIO5
Source: the OMol25 dataset
Level of theory: ωB97M-V/def2-TZVPD

## Properties
E_HOMO = -1.0 eV
total charge = -2
gap between HOMO and LUMO = 4.393 eV

CARTESIAN COORDINATES (ANGSTROEM)
O1 4.536 12.403 -18.253
H1 1.863 14.356 -16.073
H2 -1.430 11.651 -16.938
H3 6.319 5.518 -15.666
H4 5.644 5.663 -18.155
H5 5.657 10.931 -19.338
H6 -2.382 10.426 -14.306
Cu1 1.291 7.098 -17.299
O2 -0.489 9.887 -15.011
C1 2.931 14.486 -15.899
C2 -1.542 10.808 -14.887
H7 -1.203 11.708 -14.375
H8 -2.948 12.170 -16.041
H9 4.437 10.312 -18.229
I1 0.088 6.392 -21.280
H10 -2.754 10.578 -16.553
C3 5.167 4.999 -17.434
C4 5.138 11.129 -18.400
H11 3.210 15.537 -15.812
H12 5.922 10.995 -17.653
H13 4.152 4.662 -17.642
H14 4.907 4.559 -15.366
H15 3.205 13.990 -14.968
C5 4.154 12.749 -16.963
O3 3.565 13.986 -17.040
H16 5.664 4.030 -17.481
C6 -2.171 11.417 -16.173
O4 4.395 12.078 -15.925
O5 4.492 6.491 -15.586
C7 5.272 5.406 -15.947

=====

Entry 4:
Formula: C7H16I2P
Source: the OMol25 dataset
Level of theory: ωB97M-V/def2-TZVPD

## Properties
E_HOMO = -13.3 eV
energy above the lowest of the compared OMol25 structures with the same formula, charge and spin = 0.0 kcal per mole
total charge = +1
gap between HOMO and LUMO = 8.577 eV

CARTESIAN COORDINATES (ANGSTROEM)
C1 -1.726 0.307 -1.347
I1 0.561 0.070 2.967
H1 1.602 -2.932 0.042
H2 -3.485 1.202 0.912
H3 -1.122 0.664 -2.140
H4 3.444 0.034 -0.926
C2 -1.418 0.755 0.103
H5 -2.634 0.784 -1.609
H6 -0.303 2.463 0.924
H7 -2.671 0.057 1.870
C3 -0.893 2.213 0.106
H8 -0.155 2.392 -0.741
C4 -2.804 0.380 0.843
P1 -0.090 -0.474 0.773
H9 2.942 0.480 0.623
H10 -3.272 -0.346 0.263
H11 2.768 -2.049 1.156
I2 -1.131 -2.723 0.716
H12 -1.919 -0.732 -1.424
H13 1.566 -1.206 -1.535
H14 3.303 -2.534 -0.217
C5 1.860 -0.958 -0.539
H15 2.198 1.197 -0.550
C6 2.627 0.271 -0.362
C7 2.414 -2.225 0.168
H16 -1.663 2.910 -0.077

=====

Entry 5:
Formula: C7H16InO4P
Source: the OMol25 dataset
Level of theory: ωB97M-V/def2-TZVPD

## Properties
E_HOMO = -16.2 eV
total charge = +2
gap between HOMO and LUMO = 5.519 eV

CARTESIAN COORDINATES (ANGSTROEM)
H1 -1.120 2.504 -0.496
O1 2.165 -0.684 -1.429
C1 0.396 1.034 -1.706
H2 -1.362 1.532 2.203
H3 -4.140 -1.479 -0.528
H4 3.520 -0.682 1.498
C2 2.432 -1.220 -0.190
In1 -0.103 -1.256 -1.168
H5 -0.016 0.107 -2.321
O2 -1.754 -1.747 -0.226
H6 -3.233 -0.295 2.291
C3 1.894 0.792 -1.448
H7 4.238 -1.914 0.476
H8 -1.603 -0.819 2.396
H9 0.378 1.739 0.594
H10 2.244 1.250 -0.534
H11 -0.222 -0.216 0.362
O3 -3.860 -1.548 0.396
H12 0.241 1.868 -2.375
C4 3.720 -0.965 0.478
C5 -2.311 -0.343 1.736
O4 1.534 -1.950 0.227
H13 -2.737 1.762 1.179
H14 4.282 -0.215 -0.047
C6 -1.906 1.106 1.376
H15 2.472 1.192 -2.262
C7 -2.599 -1.250 0.547
H16 -1.802 0.536 -0.927
P1 -0.747 1.161 -0.104

=====

Entry 6:
Formula: C7H16N
Source: the OMol25 dataset
Level of theory: ωB97M-V/def2-TZVPD

## Properties
E_HOMO (spin up / spin down) = -12.3 / -12.3 eV
energy above the lowest of the compared OMol25 structures with the same formula, charge and spin = 127.7 kcal per mole
total charge = +1
gap between HOMO and LUMO (spin up / spin down) = 8.712 / 8.719 eV

CARTESIAN COORDINATES (ANGSTROEM)
C1 3.016 -0.530 0.137
H1 -1.870 -2.038 -1.004
H2 -2.381 -1.279 1.419
H3 -1.538 0.210 1.929
C2 1.818 -0.907 0.344
C3 0.121 1.257 -1.399
H4 1.192 1.389 -1.546
H5 3.859 -1.096 0.509
C4 -1.482 -0.664 1.325
H6 -0.807 -1.055 -2.065
H7 0.890 2.379 0.906
H8 -0.087 -2.133 -0.748
H9 -0.349 2.247 -1.463
H10 -0.770 2.170 1.318
C5 0.117 1.641 1.121
C6 -0.049 0.639 -0.101
H11 3.585 0.191 -0.476
H12 -0.219 0.710 -2.296
H13 -1.959 0.268 -0.542
H14 1.240 -1.678 0.837
C7 -0.941 -1.404 -1.028
H15 0.316 1.361 2.103
N1 -1.249 -0.322 -0.095
H16 -0.765 -1.389 1.713